# 1
Here is a structure of composition C43H38F3N4O3P2Rh from OMol25. Energies are from the ωB97M-V functional and the def2-TZVPD basis.

As for the relative energy (zero: lowest compared OMol25 entry of this formula, charge and spin): 21.5 kcal/mol. The calculated total energy comes out at -87035.5328 eV. For the gap between HOMO and LUMO (alpha / beta), the calculation gives 5.7 / 6.5 eV. As for the charge: +2. As for the LUMO energy (alpha / beta): -7.643 / -6.760 eV. The HOMO energy (alpha / beta) is -13.3340 / -13.2507 eV.

Structure (XYZ):
```
94
Properties=species:S:1:pos:R:3:forces:R:3:mulliken_charge:R:1
Rh -0.1166 0.1405 -0.2569 0.0704 1.0362 -1.8656 -0.3787
O 0.4602 1.1799 -2.1071 0.1017 -0.0669 -0.3592 0.8891
C -0.2243 2.3140 -2.5624 0.1060 0.0287 0.1494 0.0050
C 0.3981 3.3310 -3.2565 0.2554 0.0361 -0.1235 -0.3975
C -0.3550 4.4314 -3.6350 -0.2460 0.0153 0.0551 -0.8336
C -1.7116 4.5141 -3.3140 0.1651 -0.1011 0.0023 -0.9592
C -2.3061 3.4950 -2.5893 0.1050 0.0620 -0.0716 0.2058
C -1.5493 2.3906 -2.1905 -0.3921 -0.0119 0.0469 -0.6385
P -2.2685 1.0088 -1.2804 0.6517 -0.2397 0.5848 1.7668
C -3.3105 0.1602 -2.4384 -0.2313 -0.0011 -0.0124 1.1297
C -4.6969 0.1331 -2.2934 0.0134 -0.1003 -0.1515 -0.7363
C -5.4629 -0.5120 -3.2543 0.0126 0.0435 0.0736 -0.8407
C -4.8502 -1.1264 -4.3365 0.0198 -0.0137 -0.0351 -0.6233
C -3.4674 -1.0939 -4.4780 0.0394 -0.0001 0.0208 -0.7670
C -2.6897 -0.4462 -3.5325 -0.1425 -0.0585 -0.0601 -0.4909
C -3.0873 1.6248 0.1735 -0.0911 0.2550 0.0339 0.6608
C -2.7386 2.8883 0.6661 -0.0945 -0.0285 0.1088 -0.7347
C -3.3040 3.3472 1.8473 0.0140 -0.0590 -0.0283 -0.8738
C -4.2088 2.5512 2.5370 0.0327 0.0430 -0.0188 -0.6052
C -4.5377 1.2858 2.0603 0.0165 -0.0397 -0.0178 -1.0197
C -3.9716 0.8098 0.8903 0.0323 0.0115 0.0541 -0.4284
C 1.5481 0.6228 -2.8089 -0.0423 0.1316 0.0299 -0.0137
C 1.6650 0.6406 -4.1760 -0.1157 -0.0024 -0.2487 -0.2613
C 2.7628 -0.0031 -4.7444 0.0188 0.0053 0.0322 -0.9728
C 3.7063 -0.6468 -3.9558 -0.0528 0.0320 0.0629 -0.8844
C 3.5606 -0.6552 -2.5737 0.0616 0.0155 -0.1714 -0.9566
C 2.4789 -0.0018 -2.0002 0.0473 -0.0443 0.0170 -0.4086
P 2.1531 0.0294 -0.2435 0.1562 -0.3014 0.5395 2.7803
C 2.9339 -1.3961 0.4805 0.1366 -0.1144 0.0464 0.5321
C 4.1950 -1.3035 1.0762 -0.1011 -0.1806 0.0641 -0.8533
C 4.8066 -2.4557 1.5501 -0.0629 -0.0221 -0.0296 -0.7751
C 4.1679 -3.6864 1.4249 0.0633 0.1157 0.0228 -0.6325
C 2.9194 -3.7733 0.8229 -0.0527 0.0087 -0.0593 -0.6778
C 2.2965 -2.6301 0.3460 0.2069 -0.0961 0.0829 -0.2389
C 2.8606 1.5042 0.4743 0.0054 0.2079 -0.0953 0.4663
C 2.8210 1.6685 1.8628 0.0316 0.0553 -0.0663 -0.2778
C 3.3217 2.8267 2.4297 0.0186 0.0181 -0.0307 -0.8605
C 3.8540 3.8241 1.6166 -0.0149 -0.0123 0.0670 -0.6050
C 3.8895 3.6662 0.2403 -0.0316 -0.0637 -0.0909 -0.8953
C 3.3878 2.5068 -0.3386 0.0522 0.0575 0.1081 -0.4723
H 1.4503 3.2655 -3.5047 -0.0609 0.0346 0.0005 0.5397
H 0.1208 5.2326 -4.1849 -0.0149 -0.0099 0.0092 0.4788
H -2.2968 5.3687 -3.6242 0.0308 0.0030 -0.0014 0.4780
H -3.3564 3.5485 -2.3281 0.0195 0.0110 0.0007 0.5650
H -5.1775 0.6145 -1.4532 -0.0060 0.0123 -0.0066 0.5075
H -6.5400 -0.5336 -3.1546 0.0188 -0.0007 -0.0074 0.4657
H -5.4539 -1.6312 -5.0792 0.0137 -0.0020 0.0125 0.4429
H -2.9961 -1.5811 -5.3212 -0.0069 0.0142 0.0044 0.4800
H -1.6105 -0.4322 -3.6317 0.0077 0.0145 -0.0303 0.3994
H -2.0399 3.5156 0.1284 -0.0146 0.0163 -0.0056 0.4007
H -3.0451 4.3292 2.2208 -0.0055 -0.0184 -0.0042 0.4761
H -4.6630 2.9174 3.4490 0.0081 -0.0040 -0.0183 0.4548
H -5.2427 0.6699 2.6034 0.0063 -0.0001 -0.0109 0.4852
H -4.1981 -0.1864 0.5362 -0.0200 -0.0246 0.0085 0.5860
H 0.9208 1.1216 -4.7983 0.0373 -0.0256 0.0147 0.6058
H 2.8670 -0.0064 -5.8214 -0.0037 -0.0079 0.0186 0.4919
H 4.5458 -1.1512 -4.4131 -0.0119 0.0023 -0.0089 0.4760
H 4.2768 -1.1721 -1.9468 -0.0085 0.0113 -0.0070 0.5814
H 4.6942 -0.3484 1.1711 -0.0027 0.0227 -0.0061 0.5443
H 5.7844 -2.3895 2.0088 -0.0166 -0.0344 0.0028 0.4875
H 4.6494 -4.5828 1.7942 0.0056 0.0205 -0.0066 0.4421
H 2.4302 -4.7333 0.7167 0.0247 0.0156 0.0052 0.4980
H 1.3341 -2.6996 -0.1404 -0.1053 0.0007 -0.0325 0.1239
H 2.4182 0.8836 2.4903 -0.0216 -0.0091 0.0524 0.5020
H 3.3064 2.9561 3.5039 -0.0062 -0.0091 -0.0174 0.4590
H 4.2482 4.7279 2.0626 -0.0037 -0.0191 0.0068 0.4213
H 4.3159 4.4410 -0.3834 -0.0125 -0.0194 0.0062 0.4574
H 3.4312 2.3709 -1.4123 0.0085 0.0270 0.0032 0.4745
C 0.6582 -1.7544 5.9735 0.0407 -0.0740 -0.0106 -1.4630
C 0.3642 -2.9079 5.0142 0.0503 0.2074 -0.0265 0.8249
C 1.5693 -3.2165 4.1265 -0.0724 0.0196 0.0383 -1.1151
C -0.9001 -2.6516 4.1856 0.1704 -0.0181 -0.0097 -1.2965
N -0.7502 -1.4885 3.2850 -0.0109 -0.1950 0.0206 0.2310
C -0.8848 -0.1708 3.5374 0.0610 -0.3747 0.3760 -0.4225
N -0.5177 0.5045 2.4855 0.1477 0.0109 -0.5281 -0.7948
N -0.1750 -0.4459 1.5986 -0.9817 -0.6227 0.4301 1.5476
N -0.3170 -1.6427 2.0434 0.0374 0.2088 0.3386 -0.6540
H 1.4556 -2.0353 6.6617 -0.0059 0.0334 -0.0315 0.4384
H -0.2133 -1.4900 6.5768 0.0074 -0.0025 -0.0186 0.3859
H 1.0000 -0.8630 5.4358 -0.0221 -0.0446 0.0351 0.2279
H 0.1287 -3.7946 5.6071 -0.0375 -0.0290 -0.0024 0.3769
H 1.8561 -2.3409 3.5360 0.0256 -0.0226 -0.0259 -0.0901
H 1.3678 -4.0380 3.4360 -0.0003 0.0313 0.0326 0.3980
H 2.4303 -3.4889 4.7372 -0.0304 -0.0050 0.0043 0.4989
H -1.7609 -2.4584 4.8221 -0.0342 0.0845 0.0002 0.4963
H -1.1210 -3.5072 3.5524 -0.0563 0.0624 -0.1236 0.3808
H -1.2306 0.2391 4.4728 0.0266 -0.0153 -0.0556 0.5172
F -1.4311 -3.4626 -3.0512 -0.0016 0.0052 -0.0013 -0.2296
C -1.9319 -3.4114 -1.8158 0.1374 -0.0399 -0.0956 0.6655
F -1.3775 -4.4004 -1.0981 -0.0144 0.0077 0.0036 -0.2399
F -3.2404 -3.6061 -1.8770 -0.0172 -0.0035 -0.0026 -0.2210
C -1.6092 -2.0719 -1.1182 -0.2321 0.0902 0.4555 0.7179
O -0.4891 -1.5415 -1.4657 0.0210 0.3273 0.6841 -0.3904
O -2.3844 -1.6348 -0.2818 0.1694 -0.2842 -0.1361 -0.4377
```
Forces are in eV/Å.

---

# 2
Here is a structure of composition C7H10 from OMol25. Energies are from the ωB97M-V functional and the def2-TZVPD basis.

As for the relative energy (zero: lowest compared OMol25 entry of this formula, charge and spin): 148.0 kcal/mol. The calculated total energy comes out at -7414.6164 eV. For the gap between HOMO and LUMO (alpha / beta), the calculation gives 8.2 / 8.2 eV. As for the charge: 0. As for the LUMO energy (alpha / beta): 0.266 / 0.274 eV. The HOMO energy (alpha / beta) is -7.9654 / -7.9697 eV.

Structure (XYZ):
```
17
Properties=species:S:1:pos:R:3:forces:R:3:nbo_charge:R:1
C -0.8744 -1.0826 0.8733 -0.0298 -0.3125 0.0090 -0.4051
C -0.6885 0.3925 1.3221 -0.0208 0.1009 0.1353 -0.0240
C 0.6662 0.5204 1.1983 0.1470 -0.0928 0.0035 -0.1633
C 0.7472 0.6352 -0.3050 0.3337 0.0295 -0.1128 -0.2324
C -0.1867 1.7963 -0.6612 -0.0136 0.1091 0.0099 -0.4057
C -1.2448 0.9227 -0.0118 -0.2870 0.1359 -0.0714 -0.2556
C -0.5550 -0.3877 -0.4973 -0.1108 -0.2439 -0.2439 -0.1757
H -0.1637 -1.8091 1.2738 -0.1620 0.0843 -0.0610 0.2085
H -1.8933 -1.4885 0.8860 0.1122 0.1449 -0.0323 0.2103
H 2.4917 -2.4561 -0.4256 -0.0231 0.0125 -0.0481 0.0010
H 2.1325 -2.2455 -1.0414 0.0175 -0.0148 0.0552 -0.0009
H 1.3247 -0.1637 1.7316 -0.0383 0.2128 -0.0147 0.1906
H 1.7125 0.4911 -0.7966 -0.1922 -0.0003 0.0535 0.2177
H 0.0376 2.7787 -0.2309 -0.0181 -0.1662 -0.0274 0.2086
H -0.3400 1.8753 -1.7419 0.0003 -0.0060 0.1585 0.2088
H -2.3230 1.0650 -0.1153 0.1763 -0.0513 0.0562 0.2172
H -0.8430 -0.8438 -1.4581 0.1087 0.0580 0.1306 0.1997
```
Forces are in eV/Å.

---

# 3
Here is a cluster of 2 separate species, Br2H3N2P in total from OMol25. Energies are from the ωB97M-V functional and the def2-TZVPD basis.

As for the relative energy (zero: lowest compared OMol25 entry of this formula, charge and spin): 48.2 kcal/mol. The calculated total energy comes out at -152400.6811 eV. For the gap between HOMO and LUMO (alpha / beta), the calculation gives 6.6 / 8.4 eV. As for the charge: 0. As for the LUMO energy (alpha / beta): -1.166 / 0.255 eV. The HOMO energy (alpha / beta) is -7.8111 / -8.1238 eV.

Structure (XYZ):
```
8
Properties=species:S:1:pos:R:3:forces:R:3:nbo_charge:R:1
N 0.3218 -1.3344 0.4473 0.4864 -2.7014 -1.3427 -0.5414
N 0.1746 -0.3819 1.3064 -1.0957 1.2634 1.3402 -0.4438
P -0.4318 2.2552 -0.5441 0.2197 -0.4775 -0.4616 0.4161
Br -2.4583 2.3264 -1.4030 -0.0973 0.0646 0.1565 -0.2111
Br 0.5465 1.0057 -2.1361 -0.0403 0.2798 0.4169 -0.2400
H -0.4061 -2.0480 0.4872 -0.0655 0.5464 -0.2849 0.3620
H 1.2096 -1.7785 0.1674 -0.2451 0.7863 0.4536 0.3492
H 1.0437 -0.0443 1.6749 0.8378 0.2384 -0.2780 0.3091
```
Forces are in eV/Å.

---

# 4
Here is a cluster of 3 separate species, C17H35FO9 in total from OMol25. Energies are from the ωB97M-V functional and the def2-TZVPD basis.

The calculated total energy comes out at -39334.9518 eV. For the gap between HOMO and LUMO, the calculation gives 9.5 eV. As for the charge: 0. As for the LUMO energy: 0.493 eV. The HOMO energy is -8.9938 eV.

Structure (XYZ):
```
62
Properties=species:S:1:pos:R:3:forces:R:3:nbo_charge:R:1
C -3.3936 -2.1654 1.5294 -0.0123 -0.6129 0.0530 -0.4931
C -3.8709 -3.2599 0.9043 -0.0085 1.3161 0.2793 0.1345
O -4.2636 -4.3263 1.6875 2.1438 -0.9787 0.0359 -0.5099
C -3.6632 -5.5353 1.3770 -1.1991 -1.4964 -1.6954 0.9912
O -4.1097 -6.2480 0.5084 0.5545 0.9462 1.2199 -0.5363
O -2.6187 -5.9037 2.1422 -0.3672 0.3953 -0.2363 -0.5147
C -1.4217 -5.1685 1.8977 0.9332 0.3907 0.2994 -0.1124
C -0.7827 -4.8347 3.2174 -0.6119 -0.7592 -0.2686 0.0323
F -1.6142 -3.9746 3.8954 0.0512 0.5407 0.2972 -0.3593
H -3.7875 -1.1783 1.3631 0.9782 0.4531 -1.1420 0.2186
H -2.6400 -2.3282 2.2857 -1.0182 0.0932 1.3229 0.2167
H -3.8759 -3.3549 -0.1719 -1.3761 -0.1876 -0.2244 0.1847
H -1.5797 -4.2560 1.3321 -0.3133 0.1207 -0.0896 0.1964
H -0.7136 -5.7719 1.3340 -0.0937 -0.3190 -0.1805 0.1950
H -0.7482 -5.7595 3.7848 0.2604 -0.1205 0.2935 0.1721
H 0.2085 -4.4174 3.0876 0.1407 0.2877 0.0083 0.1828
C 4.5194 0.6136 2.3988 0.0956 -0.0577 -0.0975 -0.2483
O 4.3010 -0.4513 1.5001 -0.3113 0.0919 0.0624 -0.5457
C 4.0951 -1.6925 2.1492 0.2477 0.0150 -0.1456 -0.0938
C 3.1586 -2.5789 1.3590 -0.0423 -0.1234 0.0103 -0.0854
O 1.7905 -2.1977 1.4294 0.0019 -0.0501 0.0034 -0.5476
C 1.3957 -1.0245 0.7304 -0.2341 0.0158 0.0746 -0.0877
C 1.3812 -1.1679 -0.7747 0.2560 0.2468 -0.0869 -0.0948
O 2.6972 -1.1214 -1.3016 0.0654 -0.3002 0.1038 -0.5475
C 2.8495 -1.8945 -2.4715 0.0018 0.2219 -0.0156 -0.2486
H 5.4837 0.5072 2.9079 -0.0350 0.0425 0.0908 0.1677
H 4.5245 1.5368 1.8224 0.0483 -0.0189 -0.0437 0.1939
H 3.7169 0.6741 3.1425 0.0400 -0.0146 0.0495 0.1652
H 3.6881 -1.5456 3.1562 -0.0473 0.0334 -0.0101 0.1734
H 5.0664 -2.1978 2.2414 -0.0608 -0.1111 0.1158 0.1737
H 3.1955 -3.5747 1.8073 -0.0177 0.0140 0.0486 0.1832
H 3.4883 -2.6823 0.3244 0.0646 0.1873 -0.0244 0.1909
H 1.9833 -0.1601 1.0416 0.1414 -0.0134 -0.1436 0.1934
H 0.3651 -0.8450 1.0476 -0.0083 -0.0427 0.0110 0.1879
H 0.8195 -0.3315 -1.2087 -0.2410 -0.1049 0.0805 0.1734
H 0.8858 -2.1064 -1.0493 -0.0001 -0.0221 0.0274 0.1722
H 2.5269 -2.9287 -2.3065 -0.0378 -0.0018 -0.0487 0.1637
H 3.9058 -1.8940 -2.7334 0.0098 0.0365 0.0189 0.1954
H 2.2827 -1.4613 -3.3038 -0.0380 -0.1148 -0.0392 0.1674
C -3.3201 5.8527 -3.4624 0.1370 0.0220 -0.0591 -0.2475
O -2.0679 5.4990 -2.9201 -0.1990 -0.2112 0.1666 -0.5461
C -1.7596 6.2021 -1.7296 0.1726 0.0727 -0.2193 -0.0933
C -0.9180 5.3627 -0.7947 0.0648 0.0140 0.0981 -0.0864
O -1.6337 4.3359 -0.1235 -0.0060 0.0062 -0.0028 -0.5396
C -2.0382 3.2041 -0.8787 -0.0875 -0.0469 0.1373 -0.0862
C -0.9067 2.2801 -1.2707 -0.0333 -0.0310 -0.3870 -0.0954
O -0.1557 2.8165 -2.3473 0.1211 0.2717 0.2254 -0.5474
C 1.2035 2.4406 -2.3073 -0.1755 -0.0804 -0.1698 -0.2473
H -3.3060 6.8778 -3.8495 -0.1030 0.0193 0.0265 0.1664
H -3.5305 5.1688 -4.2825 0.0556 0.0129 -0.0348 0.1932
H -4.1163 5.7539 -2.7160 -0.0126 0.0660 -0.0006 0.1642
H -2.6733 6.5129 -1.2104 -0.0303 -0.0524 0.0036 0.1728
H -1.1941 7.1045 -2.0005 -0.0269 0.0696 0.1502 0.1721
H -0.5610 6.0205 0.0009 -0.0443 0.0058 0.0259 0.1871
H -0.0375 4.9663 -1.3026 -0.0852 -0.0321 -0.1747 0.1890
H -2.6316 3.4941 -1.7467 0.1494 0.0061 -0.1327 0.1913
H -2.6953 2.6433 -0.2096 0.0168 0.0157 0.0362 0.1858
H -1.3292 1.3205 -1.6011 -0.0353 -0.0667 0.2072 0.1707
H -0.2631 2.1042 -0.4003 -0.0097 0.0170 0.0255 0.1716
H 1.6551 2.6945 -1.3416 0.0371 -0.0853 0.0077 0.1656
H 1.7235 2.9852 -3.0930 -0.0379 0.0104 -0.0234 0.1949
H 1.3098 1.3669 -2.4962 0.1721 -0.0022 0.0794 0.1642
```
Forces are in eV/Å.